[1]
Entry from the Open Molecules 2025 dataset: 3 unconnected molecules or ions with the total composition C24H42NO7 (ωB97M-V with the def2-TZVPD basis set).

```
74
Properties=species:S:1:pos:R:3:forces:R:3
C 1.13210 -0.98163 0.23232 -0.131 -0.035 0.186
H 2.16084 0.63604 -4.44203 -0.061 0.061 0.117
C 3.27297 2.00047 6.29713 0.033 -0.084 -0.024
H 0.33282 -1.40153 -0.38205 0.108 0.074 -0.039
N -2.34451 -0.04213 -2.24787 0.405 0.606 -0.328
H 3.48760 -0.39830 -2.83170 -0.001 0.105 0.062
H 1.22110 2.38933 -2.27109 -0.004 -0.047 -0.086
H 1.73314 3.33921 -3.66473 -0.102 0.056 0.182
H -0.96200 2.82522 -2.35802 -0.101 -0.184 -0.134
H -4.22538 -1.36388 -4.78487 0.030 0.013 0.074
H -4.60799 0.44005 0.03178 -0.090 0.130 -0.108
O 2.03975 0.29495 -1.53653 -0.032 -0.340 0.043
H 0.18378 2.41318 -5.09359 -0.111 -0.411 -0.138
H 2.13325 -4.68408 2.43408 0.016 0.077 -0.086
H -1.10153 3.79669 -3.79581 0.013 -0.035 0.196
C -2.42809 1.49265 -0.33295 -0.023 -0.002 0.030
H -2.07034 -2.02508 -4.93557 0.047 0.105 0.051
H -1.97105 0.66993 0.21850 -0.062 0.019 -0.015
C 2.25004 -4.47060 4.62999 -0.018 -0.005 -0.098
H 1.21124 1.72571 6.97187 0.003 0.003 -0.018
H 1.41868 -1.70706 0.99188 -0.043 0.095 -0.093
H 2.57764 -3.06152 2.98933 0.017 0.001 -0.043
H 1.99795 -5.53062 4.68658 0.004 -0.003 0.008
O 0.13734 -3.42626 4.56874 -0.016 -0.027 0.076
H -5.39204 0.71061 -1.54884 -0.002 0.037 0.128
C 2.23000 1.67517 7.36142 -0.004 0.066 -0.033
C -2.64510 0.89770 -4.53057 -0.304 -0.138 -0.148
C 2.50497 1.33799 -3.67430 0.093 0.016 -0.117
O 2.49557 0.31430 7.74617 -0.021 0.040 0.060
H -3.01727 2.96162 -4.41242 0.123 -0.049 0.015
C -4.06362 -1.04050 -3.75410 -0.013 0.085 0.109
H -3.59997 0.94264 -5.06910 0.121 -0.054 -0.001
C 1.25820 -3.65462 5.44923 0.083 -0.030 0.023
O -0.21216 -3.30240 2.36590 -0.078 -0.017 -0.020
H 4.19846 2.32514 6.77384 -0.003 0.017 0.005
H -4.49262 2.04904 -2.93923 0.033 -0.026 0.095
H -4.86555 -0.34341 -3.50502 0.063 -0.039 -0.008
H 1.67395 -2.69144 5.73963 0.001 0.000 0.026
H -1.36790 -2.09358 -3.31493 0.067 0.037 -0.058
H -0.07411 0.96302 -4.08001 -0.032 0.122 0.034
C 1.38900 2.34919 -3.35061 0.137 0.138 0.026
C 3.47965 0.63620 5.64176 0.051 0.188 0.174
C -1.12750 2.75957 -3.43727 0.208 0.236 0.009
C -1.63371 -1.42293 -4.13181 -0.309 -0.038 -0.141
H -4.14253 -1.90923 -3.09523 0.029 0.017 -0.111
C 0.52483 -3.53474 3.27956 0.120 0.079 -0.074
H 2.95080 2.78295 5.61404 -0.046 -0.024 -0.010
C 3.07289 0.55536 -2.49411 0.156 -0.018 -0.088
O 3.42479 -1.13722 -0.48833 -0.549 0.233 -0.100
C -4.50895 0.31442 -1.04724 0.289 -0.336 -0.082
C -2.54303 2.22120 -3.75818 -0.081 0.064 -0.008
H 3.89014 1.10030 -2.01373 -0.146 0.018 0.120
H -1.87497 0.80399 -5.29852 0.013 0.120 0.097
H -0.73875 -0.94983 -4.53175 0.056 -0.064 0.227
H 0.89904 -4.16891 6.33666 -0.091 0.022 -0.022
C -3.47591 2.14105 -2.53996 -0.187 0.044 -0.150
C 0.06912 2.04385 -4.06787 0.169 0.222 0.031
H 4.48609 0.46799 5.26988 -0.028 -0.078 -0.073
C -3.19744 0.97348 -1.55718 -0.194 0.087 0.419
O 3.42692 -1.49690 6.83506 0.047 -0.048 0.004
O -1.08447 0.08934 -2.04379 -0.159 -0.276 0.148
H 0.71875 -0.08598 0.70441 0.088 -0.048 -0.089
H -3.13446 2.00186 0.32951 0.039 0.000 -0.133
C 2.32375 -0.64052 -0.60846 0.488 -0.074 -0.022
C 3.16778 -0.33078 6.76818 -0.036 -0.003 -0.116
H 2.76773 0.45285 4.83448 0.014 -0.024 -0.030
C -2.67569 -0.39351 -3.66075 0.002 -0.296 -0.085
C 1.98404 -3.94883 3.21952 -0.043 -0.166 0.210
H 3.27504 -4.34424 4.97044 -0.007 0.066 0.010
H -4.48362 -0.76205 -1.22332 -0.027 0.099 0.054
H -1.64892 2.20369 -0.60035 0.041 -0.152 0.005
H 3.35902 1.86677 -4.10849 -0.055 -0.109 -0.099
H 2.30033 2.29746 8.24957 0.004 -0.047 0.037
H -3.44986 3.08212 -1.97917 -0.003 -0.071 -0.063
```
Positions in Å, forces in eV/Å.

Summary:
Frontier orbital gap (alpha / beta)   8.58 / 9.84 eV
ΔE to the lowest compared entry with this formula, charge and spin   0.0 kcal/mol
⟨S²⟩   0.7541
Spin multiplicity   2


[2]
Entry from the Open Molecules 2025 dataset: a molecular structure, C24H42NOP3Ru (ωB97M-V with the def2-TZVPD basis set).

```
72
Properties=species:S:1:pos:R:3:forces:R:3
H 1.26458 -2.10007 3.91934 -0.078 0.200 -0.215
P 1.74486 -1.25395 1.69019 3.014 -0.622 3.543
H 2.41617 1.08245 1.95884 0.163 -0.227 0.067
H -1.07731 3.84283 -1.15459 0.789 -0.517 0.267
H 0.60252 4.48922 -4.92609 -0.121 0.121 -0.224
H -2.85729 -2.83767 -1.41303 0.305 0.087 0.087
N -0.06354 0.91912 1.00996 -1.053 0.654 1.361
H 3.69312 -2.66712 1.20634 -0.186 -0.072 0.219
H -2.75929 0.55892 -3.28553 0.020 0.343 -0.511
C 2.94570 0.12168 1.94428 -0.016 0.168 -0.206
H 4.06182 -1.73136 -0.79086 -0.129 0.036 -0.074
H 3.46519 -0.01894 2.90063 -0.082 -0.051 -0.159
H -1.60338 3.33249 -5.60844 0.302 -0.168 0.259
H 0.14865 -1.91924 -3.33809 0.216 -0.101 -0.106
H -2.32284 4.06035 -4.05558 0.123 0.186 -0.534
C -0.72893 2.92097 5.33841 0.242 -0.005 -0.398
P 1.75532 -2.04803 -1.52210 1.543 -2.314 -1.490
C -1.88196 1.17238 -3.08855 0.105 -0.950 -0.818
H -0.10252 3.53913 5.98114 -0.100 -0.166 -0.237
H -2.64209 0.10538 0.16623 -0.061 -0.190 0.145
H -0.56307 3.75843 -2.79522 0.042 -0.181 -0.241
H 3.30019 -0.19451 -1.24914 0.160 -0.016 -0.154
H -0.29143 -3.94528 0.89863 -0.247 0.040 0.114
C -2.38085 1.36105 3.69465 -0.142 -0.105 0.152
H 0.68284 2.91552 3.69866 -0.316 -0.020 0.160
C 0.37366 2.19562 -1.82046 1.165 0.196 -0.680
H -3.53919 -1.40412 0.45873 0.384 -0.152 -0.071
H -2.49749 -0.74270 1.73574 0.044 -0.006 -0.228
O -3.04586 2.60854 -1.52804 1.415 -1.168 -1.637
H 1.72165 -1.23431 -3.80666 -0.060 -0.241 0.088
H 3.81188 -1.34072 -2.51013 0.072 0.023 0.018
H -2.07526 -3.92364 0.83967 0.186 0.280 -0.087
H -1.21445 -3.19964 -2.00755 -0.169 0.120 0.045
C 2.01778 -3.82174 -1.17281 -0.126 0.049 0.196
H 3.68176 0.14198 1.13114 -0.082 -0.025 0.244
H -0.47831 5.76362 -4.10037 0.027 -0.560 0.016
H 1.12228 2.35445 -1.04229 0.234 0.275 -0.625
C 3.38751 -1.25624 -1.50726 0.227 0.255 0.077
C 0.85359 -1.29183 3.30128 -0.603 0.073 -0.333
H -1.22011 -3.05267 2.13621 0.033 -0.081 -0.265
H 1.50834 0.87632 -3.13130 -0.381 0.111 0.394
Ru 0.69104 -0.64066 -0.17941 -0.066 3.854 -0.618
C -0.38941 4.76460 -4.56832 1.365 1.333 0.153
C -1.18093 -3.32881 1.07567 0.570 0.142 0.065
C -2.04229 2.28360 -2.17463 -0.925 1.522 1.930
H 2.88385 -3.96540 -0.51624 -0.268 -0.013 -0.222
H -0.52523 0.16779 -4.41812 -0.056 -0.120 0.503
H 2.25194 -3.64793 1.63202 0.177 0.133 0.142
H -3.74059 1.33687 5.36644 0.259 0.121 -0.200
H -3.04645 0.76486 3.06706 0.209 0.268 0.211
H 3.14933 -2.79100 2.90881 -0.019 0.105 -0.268
C -0.62673 0.82871 -3.55307 -1.637 0.564 -0.535
C 0.52992 1.29856 -2.86706 0.818 0.366 1.631
C -0.77417 3.11003 -1.91878 -1.136 -0.541 0.956
C -1.85174 -2.42086 -1.57157 0.176 -0.014 -0.211
C -2.77981 1.69053 4.98903 -0.130 -0.224 -0.476
C -1.96483 2.47128 5.80865 0.145 0.006 -0.124
C -0.29492 2.58304 4.05585 0.239 0.124 0.219
C -1.46223 3.97309 -4.73339 -2.069 -0.528 -0.394
C 1.23268 -2.04978 -3.26248 -0.495 0.305 -0.183
H 0.98198 -0.33876 3.82952 -0.031 -0.191 -0.194
H 1.12883 -4.26580 -0.70708 0.243 0.002 -0.176
H 1.50102 -3.01315 -3.71370 0.005 0.276 0.066
C -0.59959 1.34303 1.97157 0.781 -0.361 -0.491
P -1.15441 -1.81861 0.01876 -4.890 -2.892 -0.399
H 2.19825 -4.32071 -2.13358 0.027 0.055 0.306
C 2.81796 -2.73795 1.86355 -0.201 -0.032 -0.435
H -0.21686 -1.47471 3.16021 0.162 0.088 0.198
C -1.11281 1.78749 3.21548 -0.328 0.064 0.314
H -2.29150 2.72888 6.81711 0.089 -0.064 -0.282
H -1.93144 -1.57736 -2.27085 0.013 -0.257 0.141
C -2.59505 -0.87750 0.65261 0.111 0.630 0.211
```
Positions in Å, forces in eV/Å.

Summary:
Frontier orbital gap (alpha / beta)   6.33 / 4.58 eV
ΔE to the lowest compared entry with this formula, charge and spin   77.4 kcal/mol
⟨S²⟩   6.0622
Charge   +4
Spin multiplicity   5


[3]
Entry from the Open Molecules 2025 dataset: a molecular structure, C24H43AlFP2 (ωB97M-V with the def2-TZVPD basis set).

```
71
Properties=species:S:1:pos:R:3:forces:R:3
C -1.92351 -0.53587 4.33179 -0.365 0.130 0.339
H 0.23887 0.16400 -5.91146 0.160 -0.280 0.325
H 2.85255 3.45889 1.18342 -0.070 -0.133 0.276
C 2.27203 2.81661 1.86125 0.063 0.193 0.093
C -1.27969 1.89272 -4.64990 0.219 0.618 -0.180
H -2.60672 -0.96252 -3.14810 0.297 0.418 -0.018
H 1.49327 -4.36418 2.64886 0.019 0.132 -0.297
H 1.42284 2.63941 -1.24699 -0.348 0.054 0.037
F -1.35273 1.90943 2.51998 0.417 -0.188 -0.876
C -1.03692 -1.31611 -0.85803 0.133 -0.196 -0.762
P 1.43360 1.55054 0.88771 -0.395 -0.474 0.177
H -1.82331 -3.80002 3.23120 0.069 0.292 -0.230
H -1.69462 -1.10530 -5.73540 0.060 -0.096 0.381
H 0.60147 2.77156 -5.20844 -0.014 -0.046 0.335
C 0.97239 0.56214 4.91018 0.055 0.465 0.322
H 2.27110 -3.33561 1.42605 -0.167 -0.184 0.040
H -2.70856 -2.47857 2.46167 0.183 -0.156 -0.024
H 1.84161 1.76330 -3.01280 -0.367 -0.382 0.061
H -0.05147 -1.60302 -0.46353 -0.293 0.189 0.112
H -1.00692 -1.39658 -1.95229 0.005 -0.055 0.480
H 3.30955 0.93195 -0.50651 -0.097 -0.249 0.266
H -2.84717 -0.71610 3.76793 0.057 0.239 0.268
C 0.15353 2.36774 -4.28362 -0.051 0.421 -0.218
H 1.91556 1.07794 4.67185 -0.216 -0.092 0.145
C -1.91683 -0.34713 -3.74069 -0.810 0.953 -0.373
C 0.63063 -0.46929 3.89533 0.038 -0.839 -1.036
H -1.78040 -2.01612 -0.45732 0.151 0.147 -0.010
C -1.74618 -3.00900 2.46322 -0.562 -0.236 -0.329
C 0.74779 -2.36469 2.57579 -0.662 0.537 0.590
C 2.71314 0.42154 0.26721 0.163 0.077 -0.296
H 0.61958 -3.95770 1.15509 0.236 -0.010 0.133
H -1.26173 2.42523 -1.56298 0.280 -0.379 0.209
C 0.28925 -0.56117 -5.08612 -0.420 -0.449 -0.251
H 3.37140 -0.40146 3.66860 0.007 -0.318 -0.037
H -1.26912 1.41638 -5.63842 -0.099 0.197 0.300
H -3.46343 1.65641 0.10046 0.173 -0.359 -0.169
C 1.06159 1.34581 -3.66009 0.580 -0.805 -0.590
C 0.63540 2.42374 -0.51080 0.073 0.083 0.205
H 0.28457 3.39083 -0.12141 0.143 -0.276 0.049
H 3.36294 0.12907 1.10613 -0.258 0.081 -0.259
C -3.25712 0.71064 -0.42724 -0.455 -0.185 -0.088
Al -0.57550 0.58164 1.75379 -0.302 -0.656 4.151
H -2.58568 1.50583 -2.93437 0.168 -0.380 -0.326
H 0.86636 -1.42455 -5.45261 -0.091 0.375 -0.006
C -1.94599 0.99543 -3.66210 -0.706 -0.974 -0.123
H 1.66124 -0.68308 -3.37101 -0.014 0.483 -0.122
H -1.64849 -3.51933 1.49486 -0.003 0.028 0.191
H 0.07922 3.22658 -3.59000 0.056 -0.299 -0.270
H 2.26157 -0.48847 -0.15322 0.133 0.287 0.103
P -1.49003 0.35414 -0.31922 0.197 0.440 0.282
C -1.13788 -1.09789 -4.77989 0.269 -0.384 -0.226
H -1.05848 -2.15081 -4.46582 -0.051 0.283 -0.109
H -3.61853 0.77901 -1.46291 0.100 -0.097 0.402
H 2.93907 2.33419 2.58896 -0.191 0.163 -0.208
C -0.54347 1.68044 -1.18230 -0.031 -0.151 -0.555
C 1.03138 0.02667 -3.92357 0.527 0.618 -0.013
H -1.89904 2.80271 -4.73413 0.229 -0.343 -0.146
H 1.52690 3.41916 2.39947 0.223 -0.169 -0.164
C 1.50920 -1.39543 3.30737 -1.104 0.529 0.065
H -0.16795 1.12419 -2.04892 -0.063 0.397 0.166
H -1.89693 0.50077 4.68757 -0.255 -0.242 -0.113
H -3.79366 -0.10000 0.09043 0.112 0.297 -0.162
H 3.50051 -1.86673 2.64696 -0.036 0.127 0.215
H -1.94502 -1.19828 5.21528 0.020 0.194 -0.248
H 0.18094 1.32097 4.99990 0.274 -0.170 -0.043
H 3.24316 -2.01448 4.39259 0.023 0.184 -0.273
H 1.09558 0.10432 5.90882 -0.018 0.170 -0.337
C -0.73087 -0.83189 3.48510 0.676 0.112 -0.930
C -0.61650 -2.08783 2.74241 1.191 0.676 -0.193
C 1.31295 -3.56511 1.91139 0.137 -0.354 -0.201
C 2.97770 -1.41760 3.50358 0.600 0.013 0.098
```
Positions in Å, forces in eV/Å.

Summary:
Frontier orbital gap   7.28 eV
ΔE to the lowest compared entry with this formula, charge and spin   22.3 kcal/mol
Charge   +1


Number 1: electronic energy -1521.0842 a.u., maximum force 0.016 hartree/bohr, molecular weight 456.60 g/mol. Number 2: electronic energy -2186.9168 a.u., maximum force 0.111 hartree/bohr, molecular weight 554.60 g/mol. Number 3: electronic energy -1965.1301 a.u., maximum force 0.082 hartree/bohr, molecular weight 439.54 g/mol.